The following is a quantum chemistry calculation of a molecular structure, C50H43BrCl2N8O5S6Ti, from the Open Molecules 2025 dataset.

Results
- total charge = -1
- spin multiplicity = 2
- Kohn-Sham gap (spin up / spin down) (eV) = 6.73 / 6.79

Last column: Löwdin spin population.
Geometry (Å):
Ti 0.17750 0.28640 0.51360  0.953
Cl 2.50898 0.88393 2.09209  0.005
C 1.90131 2.17661 3.08644  0.000
C 2.77531 3.19821 3.40758  0.000
C 2.35043 4.23707 4.21901  0.000
C 1.05445 4.22574 4.71212  0.000
C 0.18862 3.20600 4.36258  0.000
Cl -1.41925 3.25639 4.99759  0.000
C 0.55030 2.14826 3.49570  0.001
S -0.58690 0.95340 2.97855  -0.002
H 3.78572 3.17692 3.01899  0.000
H 3.02485 5.04644 4.46506  0.000
H 0.70628 5.01731 5.36187  0.000
C -0.22808 2.75069 -6.96142  0.000
O -0.09317 1.84031 -5.89572  0.000
C 1.17234 1.46242 -5.54592  0.000
C 2.33178 1.94275 -6.12714  0.000
C 3.57401 1.50152 -5.68099  0.000
C 3.64904 0.58616 -4.64729  0.000
C 2.48684 0.10193 -4.06190  0.000
C 1.24079 0.52665 -4.50431  0.000
N 0.04912 0.01787 -3.96632  0.000
C 0.06795 -0.25067 -2.56397  0.005
N 0.07239 -1.55304 -2.25113  0.006
C 0.94001 -2.08424 -1.26545  0.005
C 1.39177 -1.32766 -0.18334  -0.013
C 2.42630 -1.95284 0.54429  0.002
C 2.87689 -3.23244 0.29140  -0.001
C 2.33321 -3.98210 -0.74761  0.006
C 1.37893 -3.39123 -1.54703  0.000
O 0.81270 -3.98412 -2.64725  -0.001
C 1.27743 -5.26413 -3.00521  0.000
N 0.20521 0.66596 -1.67019  0.001
C 0.46222 1.98310 -2.14947  0.001
C -0.53539 2.77474 -2.68514  0.000
C -0.26398 4.08073 -3.08489  0.000
C 1.01012 4.58941 -2.94865  0.000
C 2.03173 3.80676 -2.41627  0.000
C 1.76785 2.50889 -2.01649  0.000
O 2.68236 1.66039 -1.50242  0.002
C 4.00109 2.14437 -1.38032  0.000
H -1.29701 2.87045 -7.12291  0.000
H 0.22889 2.36524 -7.87765  0.000
H 0.20675 3.72436 -6.71611  0.000
H 2.28358 2.67037 -6.92567  0.000
H 4.47171 1.88517 -6.14832  0.000
H 4.61158 0.23954 -4.29305  0.000
H 2.55183 -0.59878 -3.23778  0.000
H -0.77453 0.51023 -4.28306  0.000
H -0.14651 -2.18735 -3.00227  0.000
H 2.89147 -1.43935 1.37613  0.000
H 3.63876 -3.67756 0.92125  0.000
H 2.67790 -4.99044 -0.93094  0.000
H 0.76039 -5.52823 -3.92483  0.000
H 1.03674 -6.00714 -2.23962  0.000
H 2.35726 -5.26118 -3.18193  0.000
H -1.54122 2.37893 -2.75060  0.000
H -1.06348 4.69767 -3.47585  0.000
H 1.22750 5.60652 -3.25017  0.000
H 3.01955 4.23256 -2.29967  0.000
H 4.58280 1.31973 -0.97459  0.000
H 4.05300 2.99310 -0.69150  0.000
H 4.40157 2.43237 -2.35817  0.000
C 1.24386 -1.33300 4.54399  0.000
C 0.46157 -2.12924 3.55823  0.000
N 0.23142 -1.87326 2.28719  0.000
C -0.44915 -2.96393 1.80287  0.000
C -0.65500 -3.87610 2.78362  0.000
N -0.08148 -3.33146 3.91314  0.000
C -0.10666 -3.86897 5.25683  0.000
N -1.17186 -4.81056 5.42158  0.000
N -0.92814 -6.07004 5.85331  0.000
N -2.02650 -6.71427 5.91911  0.000
C -3.05239 -5.89192 5.51594  0.000
C -4.42468 -6.11489 5.37835  0.000
C -5.18960 -5.06311 4.92705  0.000
C -4.62422 -3.81511 4.60973  0.000
C -3.27439 -3.57269 4.73802  0.000
C -2.50558 -4.64177 5.19336  0.000
H 1.90715 -0.65494 4.02583  0.000
H 1.84025 -1.99737 5.17473  0.000
H 0.58196 -0.73426 5.17400  0.000
H -0.72456 -3.03404 0.76940  0.000
H -1.15664 -4.82736 2.77394  0.000
H -0.23593 -3.03511 5.95002  0.000
H 0.81907 -4.39636 5.49372  0.000
H -4.85046 -7.08381 5.60066  0.000
H -6.25641 -5.19832 4.80551  0.000
H -5.26714 -3.02718 4.24055  0.000
H -2.84279 -2.61197 4.48870  0.000
C -4.16052 0.62734 -2.39924  0.000
S -3.24908 -0.64941 -3.31424  0.000
C -3.28458 -2.04084 -2.24025  -0.002
C -2.77462 -2.13465 -0.98513  0.003
S -2.20542 -0.87723 0.02143  0.008
S -2.93487 -3.77727 -0.30260  0.000
C -3.64032 -4.57388 -1.66662  0.000
S -3.97623 -6.18314 -1.71790  0.000
S -3.97452 -3.48401 -2.96180  0.000
H -4.14989 1.50751 -3.04253  0.000
H -3.65640 0.82537 -1.45603  0.000
H -5.18775 0.31049 -2.22930  0.000
Br -3.50382 4.06454 -0.29163  0.000
C -1.88634 4.82893 0.32515  0.000
C -1.89144 6.20761 0.46970  0.000
C -0.75004 6.87171 0.88363  0.000
C 0.40430 6.15560 1.15967  0.000
C 0.41054 4.78503 1.01738  0.000
C -0.72474 4.08455 0.59678  0.000
C -0.57882 2.61584 0.45595  0.004
O -1.49099 1.82802 0.16010  0.009
O 0.59280 2.12901 0.64529  0.007
H -2.79870 6.75484 0.25429  0.000
H -0.76900 7.94857 0.99319  0.000
H 1.30071 6.66616 1.48795  0.000
H 1.30045 4.20929 1.23364  0.000

The following is a quantum chemistry calculation of a molecular structure, C50H43IN5PS3Ti, from the Open Molecules 2025 dataset.

Results
- total charge = +2
- Kohn-Sham gap (eV) = 6.26

Last column: natural (NBO) charge in e.
Geometry (Å):
Ti 0.20262 -0.08720 0.33129  1.228
C 0.15652 2.27617 2.95495  -0.403
N 0.22387 2.29400 1.47001  -0.485
C 1.49056 2.87546 1.00738  -0.242
C 2.60284 1.91234 1.30271  -0.211
N 2.34986 0.54278 0.72239  -0.570
C 2.96913 0.48070 -0.63411  -0.426
C 2.94926 -0.38405 1.69511  0.087
C 4.31796 -0.59715 1.75518  -0.186
C 4.85515 -1.34024 2.79537  -0.201
C 4.02805 -1.84467 3.78992  -0.174
C 2.65780 -1.64117 3.72387  -0.193
C 2.10841 -0.91464 2.67324  -0.204
S 0.35052 -0.80201 2.52180  -0.102
C -0.91650 3.08674 1.05667  0.109
C -0.97298 4.46593 1.19598  -0.184
C -2.14456 5.14413 0.89018  -0.204
C -3.26356 4.44465 0.45751  -0.192
C -3.21263 3.06486 0.33040  -0.191
C -2.03384 2.39212 0.63295  -0.199
S -1.98040 0.63344 0.57936  -0.095
H 0.21269 3.29924 3.33713  0.208
H 0.96268 1.69318 3.38457  0.215
H -0.78665 1.83536 3.26180  0.236
H 1.71784 3.82000 1.50952  0.216
H 1.41340 3.05323 -0.06189  0.238
H 2.71594 1.80881 2.37491  0.233
H 3.54630 2.29742 0.91567  0.230
H 2.92276 -0.53018 -1.03338  0.238
H 4.01361 0.78909 -0.60971  0.218
H 2.43270 1.15600 -1.29721  0.248
H 4.97334 -0.18869 0.99474  0.223
H 5.92342 -1.50998 2.83638  0.240
H 4.44970 -2.41504 4.60793  0.242
H 1.99627 -2.06360 4.47189  0.241
H -0.11741 5.02128 1.56397  0.220
H -2.18531 6.22010 1.00778  0.238
H -4.18005 4.97626 0.23070  0.239
H -4.08392 2.49914 0.01848  0.235
I 2.10511 -2.96596 0.39511  0.361
C 1.34168 -4.89513 0.08536  -0.166
C 2.34401 -5.81941 0.02255  -0.211
C 2.05065 -7.19176 0.01242  -0.205
C 0.75144 -7.57861 0.08622  -0.143
C -0.30212 -6.63375 0.12448  -0.086
C -1.61887 -7.13236 0.17615  -0.139
C -2.67725 -6.28208 0.17915  -0.164
C -2.44326 -4.90415 0.12677  -0.179
C -1.18175 -4.33787 0.09146  -0.350
P -1.36502 -2.46618 -0.08908  0.929
C -2.69678 -2.30661 1.19013  -0.392
C -2.38612 -2.75996 2.47374  -0.204
C -3.32560 -2.70593 3.49061  -0.201
C -4.59970 -2.21631 3.23438  -0.172
C -4.92837 -1.79923 1.95410  -0.223
C -3.98478 -1.84580 0.93651  -0.157
C -2.27796 -2.42962 -1.70735  -0.264
C -2.93100 -1.27585 -2.15244  -0.265
C -3.63190 -1.26595 -3.35091  -0.217
C -3.66798 -2.39614 -4.15388  -0.187
C -2.98776 -3.53238 -3.74767  -0.194
C -2.29922 -3.54755 -2.54376  -0.225
C -0.04538 -5.21682 0.10533  -0.008
H 3.37551 -5.49198 0.00423  0.233
H 2.85311 -7.91592 -0.02846  0.239
H 0.49131 -8.63036 0.11446  0.230
H -1.76429 -8.20561 0.20977  0.230
H -3.69572 -6.64680 0.21065  0.230
H -3.31226 -4.26612 0.09472  0.229
H -1.41264 -3.18861 2.67273  0.224
H -3.06968 -3.06423 4.48018  0.230
H -5.33778 -2.18555 4.02562  0.231
H -5.92793 -1.44287 1.73884  0.228
H -4.27179 -1.53464 -0.05887  0.214
H -2.91399 -0.37826 -1.55722  0.228
H -4.17489 -0.37567 -3.64839  0.218
H -4.22034 -2.38969 -5.08529  0.232
H -2.99041 -4.41914 -4.37010  0.231
H -1.77412 -4.44941 -2.26279  0.229
N -0.32248 0.10854 -4.22253  -0.552
C -0.28202 -1.15998 -4.84157  0.093
C -0.75754 -1.33771 -6.12851  -0.205
C -0.68139 -2.59474 -6.71462  -0.184
C -0.15084 -3.66233 -6.00648  -0.190
C 0.30189 -3.48036 -4.70534  -0.220
C 0.24165 -2.22033 -4.13874  -0.139
S 0.90999 -1.94856 -2.52660  0.498
N 0.22662 -0.43544 -1.99015  -0.798
C -0.22746 0.37117 -2.90660  0.496
C -0.57476 1.78604 -2.60437  0.130
C -1.67575 2.37737 -3.20885  -0.238
C -1.82957 3.75037 -3.10552  -0.132
C -0.85803 4.47054 -2.43411  -0.208
C 0.17646 3.77836 -1.82373  0.064
N 0.31431 2.45407 -1.87462  -0.427
H -0.60627 0.87171 -4.81338  0.426
H -1.16557 -0.49419 -6.67796  0.225
H -1.03415 -2.73615 -7.72792  0.239
H -0.08117 -4.64016 -6.46682  0.238
H 0.71527 -4.30920 -4.13908  0.234
H -2.39292 1.77666 -3.75473  0.239
H -2.67907 4.24483 -3.55836  0.245
H -0.89750 5.54938 -2.37023  0.247
H 0.93745 4.32618 -1.28039  0.205

Going through the records in order, we get energy relative to the best compared isomer or geometry (same formula, charge and spin) values of 13.4; 0.0 kcal/mol.